{
  "formula": "C4H12",
  "method": "ωB97M-V with the def2-TZVPD basis set",
  "e_homo_ev": [1.52, -7.25],
  "s2": 0.750,
  "de_lowest_kcal_mol": 38.2,
  "max_force_ev_per_a": 4.43,
  "orbital_gap_ha": [0.1031, 0.4340],
  "total_charge": -1,
  "e_tot_ev": -4339.3784,
  "spin_multiplicity": 2,
  "species": ["C", "C", "H", "H", "H", "H", "H", "H", "C", "C", "H", "H", "H", "H", "H", "H"],
  "xyz": [[1.6991, 1.5314, 0.1725], [2.1757, 0.3638, -0.6690], [0.7553, 1.4703, 0.8705], [2.4915, 1.5201, 0.9319], [1.5913, 2.4605, -0.4239], [2.0182, -0.6143, -0.3026], [3.2923, 0.3217, -0.9920], [1.5078, 0.4571, -1.5907], [-2.6479, -0.7679, 0.5486], [-1.2224, -1.1827, -0.0549], [-2.5244, 0.1518, 1.2109], [-3.2579, -0.5048, -0.2569], [-3.0776, -1.5729, 1.0306], [-1.3375, -1.4935, -1.0580], [-0.6283, -0.2255, -0.2924], [-0.8578, -1.6379, 0.8896]],
  "atomic_forces_ev_per_a": [[0.0, 0.0, 2.4], [-0.5, 0.5, -3.2], [1.4, -0.6, -1.9], [0.0, 1.3, 0.2], [0.4, -0.4, 0.5], [-0.5, -1.0, 0.9], [-1.8, 0.8, 0.6], [1.2, -0.7, 0.5], [2.9, 2.4, -0.7], [-1.0, 3.7, 2.3], [-0.3, -1.3, -0.6], [-1.3, 0.7, -1.2], [-0.9, -1.6, 1.3], [0.1, -2.0, -0.6], [-0.7, -1.1, 1.0], [1.0, -0.8, -1.6]],
  "lowdin_charge": [-0.386, -0.343, 0.060, 0.020, 0.031, 0.008, 0.070, 0.042, -0.325, -0.300, 0.052, 0.000, -0.002, 0.004, 0.035, 0.034]
}